[1]
Entry from the Open Molecules 2025 dataset: C26H34FeN5PSe2Te2 as an isolated structure (ωB97M-V/def2-TZVPD).

Last column: Löwdin spin population.
Atoms and positions in Å:
Fe 0.000 0.000 0.000  3.129
C 3.379 5.203 -1.734  0.001
C 2.443 4.260 -1.044  0.003
C 1.073 4.515 -1.002  0.001
C 0.207 3.628 -0.353  0.012
C 0.673 2.467 0.295  0.015
N -0.125 1.628 1.012  0.089
C -1.015 2.145 1.912  0.011
C -0.912 3.418 2.511  0.011
C -1.894 3.933 3.366  0.003
C -3.023 3.181 3.678  0.006
C -4.069 3.716 4.604  0.001
C -3.115 1.879 3.174  0.002
C -2.114 1.353 2.327  0.001
N -2.194 -0.012 1.912  0.036
C -3.278 -0.875 2.017  0.008
C -2.887 -2.089 1.503  0.042
C -1.552 -1.890 1.130  0.036
N -1.123 -0.665 1.404  0.069
C 2.044 2.162 0.142  0.012
C 2.922 3.066 -0.492  0.001
N 2.533 0.912 0.622  0.001
C 3.853 0.527 0.816  0.015
C 3.835 -0.760 1.299  0.004
C 2.475 -1.095 1.337  0.019
N 1.696 -0.118 0.891  0.048
H 2.949 6.208 -1.802  0.000
H 4.317 5.291 -1.175  0.000
H 3.598 4.846 -2.744  0.000
H 0.656 5.406 -1.459  0.000
H -0.858 3.852 -0.323  0.004
H -0.040 4.035 2.302  0.000
H -1.755 4.928 3.776  0.000
H -4.097 4.811 4.575  0.000
H -5.063 3.360 4.312  0.000
H -3.864 3.396 5.630  0.000
H -3.956 1.271 3.485  0.000
H -4.226 -0.542 2.402  0.001
H -3.484 -2.981 1.401  0.003
H -0.858 -2.580 0.672  0.002
H 3.976 2.837 -0.594  0.000
H 4.667 1.210 0.645  0.001
H 4.680 -1.361 1.595  0.001
H 2.004 -2.010 1.665  0.001
Se -1.960 -1.242 -0.843  0.353
Te -4.026 -0.872 -2.414  0.326
Te -3.281 1.776 -2.980  0.310
Se -1.153 1.627 -1.455  0.297
C 0.314 -3.965 1.267  0.004
C 1.432 -3.426 0.389  0.026
P 0.869 -2.084 -0.723  0.060
C 2.358 -1.603 -1.673  0.002
C 3.476 -2.622 -1.789  0.000
C -0.202 -2.928 -1.945  0.025
C 0.402 -4.069 -2.738  0.007
H 0.709 -4.724 1.952  0.000
H -0.476 -4.436 0.673  0.000
H -0.142 -3.174 1.872  0.001
H 1.876 -4.255 -0.169  0.006
H 2.218 -3.027 1.041  0.001
H 2.774 -0.712 -1.188  0.001
H 2.053 -1.282 -2.676  0.002
H 3.916 -2.846 -0.812  0.000
H 4.278 -2.223 -2.420  0.000
H 3.144 -3.564 -2.233  0.000
H -0.566 -2.172 -2.651  0.005
H -1.090 -3.300 -1.420  0.006
H 1.204 -3.722 -3.396  0.000
H -0.364 -4.520 -3.378  0.001
H 0.797 -4.860 -2.094  0.001
H 1.185 0.527 -1.078  -0.023

Summary:
Largest force on an atom ... 0.1229 hartree/bohr
HOMO-LUMO gap (alpha / beta) ... 0.1632 / 0.1701 Ha
Net charge ... -1
2S+1 ... 6
HOMO (alpha / beta) ... -2.024 / -2.907 eV
Relative energy (zero: lowest compared OMol25 entry of this formula, charge and spin) ... 37.0 kcal per mole
Calculated total energy ... -223911.5000 eV
<S²> ... 8.884
LUMO energy (alpha / beta) ... 2.42 / 1.72 eV

---

[2]
Entry from the Open Molecules 2025 dataset: C26H34NRuS as an isolated structure (ωB97M-V/def2-TZVPD).

Last column: Löwdin spin population.
Atoms and positions in Å:
C 1.375 -1.693 0.426  0.222
C 1.849 -1.116 -0.764  0.008
C 0.919 -1.264 -1.795  0.196
C -0.228 -1.937 -1.246  0.049
C 0.062 -2.249 0.151  0.021
Ru -0.976 -0.465 0.081  2.020
C -3.498 1.327 -1.155  0.046
C -3.187 0.786 0.184  -0.001
H -3.334 1.566 0.998  -0.001
C -2.939 -0.510 0.682  0.008
H -3.521 -1.379 0.337  0.008
H -2.864 -0.575 1.747  0.010
C -3.412 2.818 -1.483  0.005
H -2.694 3.349 -0.853  0.001
H -3.031 2.930 -2.482  0.000
H -4.350 3.332 -1.477  0.001
C -2.985 0.453 -2.226  0.039
H -1.979 0.118 -1.895  0.020
H -3.617 -0.351 -2.388  0.002
H -2.817 1.078 -3.141  0.002
C 3.217 -0.489 -0.879  0.008
H 3.481 0.015 0.052  0.001
H 4.001 -1.234 -1.073  -0.002
H 3.242 0.268 -1.662  0.012
C 1.131 -0.944 -3.222  0.036
H 1.680 0.006 -3.335  0.004
H 1.727 -1.719 -3.743  0.015
H 0.183 -0.847 -3.756  0.002
C -1.341 -2.619 -2.031  0.025
H -1.345 -2.249 -3.056  0.000
H -1.231 -3.683 -2.016  0.004
H -2.305 -2.351 -1.549  0.006
C -0.574 -3.355 0.943  0.014
H -1.589 -3.548 0.573  0.000
H 0.018 -4.265 0.850  0.001
H -0.625 -3.082 2.011  0.001
C 2.154 -1.865 1.655  0.038
H 1.561 -2.313 2.456  0.000
H 3.061 -2.487 1.527  0.014
H 2.510 -0.885 2.017  0.009
C 2.596 2.498 -2.063  0.660
C 1.222 2.445 -2.369  0.097
C 3.541 3.242 -2.594  0.104
C 0.997 2.813 -3.704  0.040
H 0.291 2.193 -1.989  0.009
C 3.298 3.583 -3.977  0.040
H 4.462 3.390 -2.024  0.021
C 2.059 3.276 -4.497  -0.011
H -0.030 2.809 -4.076  0.006
H 4.081 4.017 -4.521  0.006
H 1.833 3.501 -5.556  0.000
S -0.115 0.620 1.879  0.076
C 0.052 -0.261 3.378  0.024
N -0.955 -1.079 3.812  0.028
C -0.880 -1.858 4.933  0.008
C 0.281 -1.772 5.732  0.019
C 1.293 -0.882 5.351  0.011
C 1.164 -0.104 4.231  0.016
H -1.815 -1.133 3.249  0.001
H -1.715 -2.497 5.140  0.000
H 0.344 -2.382 6.613  0.001
H 2.203 -0.808 5.972  0.000
H 1.908 0.639 3.918  0.001

Summary:
Largest force on an atom ... 0.1311 hartree/bohr
HOMO-LUMO gap (alpha / beta) ... 0.2162 / 0.2417 Ha
Net charge ... +1
2S+1 ... 5
HOMO (alpha / beta) ... -9.378 / -10.425 eV
Relative energy (zero: lowest compared OMol25 entry of this formula, charge and spin) ... 31.9 kcal per mole
Calculated total energy ... -42407.5957 eV
<S²> ... 6.059
LUMO energy (alpha / beta) ... -3.49 / -3.85 eV

---

[3]
Entry from the Open Molecules 2025 dataset: C26H35BrF6N7O6RbS2 as an isolated structure (ωB97M-V/def2-TZVPD).

Last column: Löwdin charge in e.
Atoms and positions in Å:
Rb -0.013 0.206 0.481  1.083
C -2.560 -3.181 -0.778  -0.164
C -1.179 -3.596 -0.261  -0.204
N -0.119 -2.588 -0.415  -0.121
C 0.916 -2.896 -1.403  -0.210
C 0.456 -2.605 -2.824  -0.200
N 0.263 -1.179 -3.079  -0.036
C -0.976 -0.898 -3.786  -0.235
C -1.120 0.549 -4.238  -0.165
C -0.886 1.615 -3.168  -0.221
N -1.534 1.309 -1.904  -0.114
C -2.995 1.298 -1.837  -0.182
C -3.560 -0.086 -1.489  -0.226
N -2.774 -0.685 -0.421  -0.103
C -3.208 -2.024 -0.012  -0.204
H -3.205 -4.061 -0.688  0.114
H -2.515 -2.944 -1.846  0.096
H -0.882 -4.527 -0.763  0.115
H -1.278 -3.832 0.802  0.120
H 0.343 -2.486 0.483  0.065
H 1.204 -3.956 -1.330  0.117
H 1.798 -2.290 -1.176  0.111
H -0.489 -3.129 -2.992  0.109
H 1.174 -3.047 -3.526  0.121
H 1.052 -0.822 -3.601  0.061
H -1.794 -1.155 -3.114  0.076
H -1.098 -1.533 -4.680  0.123
H -2.121 0.664 -4.663  0.110
H -0.430 0.752 -5.063  0.097
H -1.203 2.583 -3.587  0.118
H 0.184 1.699 -2.963  0.106
H -1.171 1.935 -1.197  0.073
H -3.432 1.635 -2.784  0.118
H -3.321 2.000 -1.067  0.119
H -3.613 -0.719 -2.390  0.104
H -4.589 0.043 -1.141  0.120
H -1.833 -0.782 -0.799  -0.005
H -4.294 -2.073 -0.120  0.117
H -3.006 -2.147 1.058  0.107
C 2.689 1.248 2.769  -0.042
O 2.640 1.133 1.355  -0.135
C 3.728 0.704 0.687  -0.207
C 4.965 0.476 1.251  -0.042
C 6.011 0.047 0.437  -0.680
Br 7.706 -0.266 1.216  0.759
C 5.833 -0.149 -0.907  -0.084
C 4.577 0.071 -1.496  -0.065
C 3.519 0.498 -0.698  -0.184
O 2.266 0.744 -1.125  -0.024
C 4.379 -0.143 -2.921  -0.232
N 3.230 -0.012 -3.544  0.156
C 3.481 -0.314 -4.871  -0.207
C 2.623 -0.345 -5.970  -0.009
C 3.160 -0.695 -7.193  -0.085
C 4.518 -1.004 -7.336  -0.089
C 5.384 -0.976 -6.261  -0.016
C 4.840 -0.628 -5.032  -0.182
N 5.384 -0.503 -3.775  0.177
H 3.401 2.016 3.080  0.106
H 2.922 0.289 3.236  0.110
H 1.687 1.558 3.048  0.092
H 5.123 0.626 2.309  0.108
H 6.676 -0.485 -1.493  0.096
H 2.163 0.458 -2.056  0.064
H 1.575 -0.100 -5.868  0.094
H 2.523 -0.729 -8.066  0.103
H 4.897 -1.269 -8.314  0.103
H 6.433 -1.214 -6.378  0.111
H 6.349 -0.622 -3.531  0.153
F -3.871 2.702 2.122  0.122
C -3.818 1.569 2.844  -0.650
F -4.618 1.705 3.902  0.144
F -4.262 0.564 2.085  0.128
S -2.057 1.297 3.377  0.576
O -1.276 1.736 2.252  -0.441
O -1.903 2.020 4.597  -0.258
N -2.119 -0.253 3.555  -0.286
S -1.024 -1.339 3.657  0.548
O -1.592 -2.649 3.611  -0.265
O 0.109 -1.095 2.807  -0.436
C -0.384 -1.203 5.393  -0.668
F -1.362 -1.365 6.272  0.156
F 0.543 -2.144 5.595  0.137
F 0.180 -0.003 5.575  0.129

Summary:
Largest force on an atom ... 0.0163 hartree/bohr
HOMO-LUMO gap ... 0.3105 Ha
Net charge ... 0
2S+1 ... 1
HOMO ... -8.751 eV
Relative energy (zero: lowest compared OMol25 entry of this formula, charge and spin) ... 0.0 kcal per mole
Calculated total energy ... -158920.4618 eV
LUMO energy ... -0.30 eV